{
  "formula": "C24H38FO17S",
  "method": "the ωB97M-V functional and the def2-TZVPD basis",
  "species": ["F", "C", "C", "C", "O", "C", "O", "O", "H", "H", "H", "H", "H", "H", "C", "C", "C", "O", "C", "O", "O", "H", "H", "H", "H", "H", "H", "C", "C", "C", "O", "C", "O", "O", "H", "H", "H", "H", "H", "H", "C", "C", "C", "O", "C", "O", "O", "H", "H", "H", "H", "H", "H", "C", "C", "C", "O", "C", "O", "O", "H", "H", "H", "H", "H", "H", "C", "C", "C", "S", "O", "O", "C", "H", "H", "H", "H", "H", "H", "H", "H"],
  "coordinates": [[-0.429, -0.077, -0.120], [-0.255, -0.358, -4.783], [-1.325, 0.267, -3.835], [-1.301, 1.753, -3.822], [-2.454, 2.142, -4.585], [-3.255, 1.183, -4.684], [-4.242, 1.244, -5.360], [-2.662, 0.019, -4.234], [-0.478, -1.432, -5.025], [0.848, -0.223, -4.382], [-0.332, 0.379, -5.788], [-1.266, -0.233, -2.843], [-0.471, 2.008, -4.190], [-1.430, 2.158, -2.829], [-0.662, -4.191, -0.769], [0.359, -3.711, -1.826], [1.369, -2.863, -1.225], [2.639, -3.435, -1.640], [2.523, -4.406, -2.370], [3.506, -4.860, -2.877], [1.242, -4.699, -2.478], [-1.488, -3.408, -0.494], [-0.124, -4.518, 0.158], [-1.426, -4.949, -1.082], [-0.061, -3.286, -2.516], [1.300, -2.926, -0.150], [0.934, -1.828, -1.616], [0.837, 3.000, -0.610], [2.079, 2.556, -1.336], [1.887, 1.172, -1.983], [2.465, 1.321, -3.290], [2.741, 2.589, -3.445], [3.300, 3.033, -4.513], [2.402, 3.348, -2.355], [0.131, 3.255, -1.318], [1.182, 3.910, 0.003], [0.398, 2.167, 0.009], [2.926, 2.543, -0.628], [0.881, 0.945, -2.217], [2.348, 0.518, -1.564], [-2.348, 2.580, 4.711], [-1.151, 1.598, 4.583], [-0.416, 1.785, 3.211], [0.989, 1.980, 3.480], [1.030, 2.313, 4.841], [2.025, 2.835, 5.387], [-0.112, 1.962, 5.437], [-2.142, 3.652, 4.569], [-2.726, 2.540, 5.926], [-3.288, 2.222, 4.398], [-1.018, 0.670, 4.812], [-0.687, 2.804, 2.687], [-0.497, 0.925, 2.550], [-3.728, -1.124, 1.171], [-3.398, 0.320, 1.019], [-4.132, 0.904, -0.255], [-4.840, 2.057, 0.237], [-4.690, 2.081, 1.586], [-5.218, 2.846, 2.365], [-3.786, 1.160, 2.042], [-2.742, -1.650, 0.740], [-4.785, -1.368, 0.757], [-3.369, -1.580, 2.182], [-2.459, 0.442, 0.823], [-4.530, 0.121, -0.858], [-3.354, 1.429, -0.853], [1.923, -1.877, 2.568], [3.018, -2.834, 2.359], [4.104, -2.276, 1.482], [4.129, -0.620, 1.780], [4.418, 0.032, 0.617], [4.939, -0.263, 2.957], [2.462, -0.493, 2.132], [1.539, -1.620, 3.550], [1.165, -2.191, 1.879], [2.839, -3.730, 2.272], [3.546, -2.799, 3.368], [3.635, -2.360, 0.563], [4.950, -2.633, 1.530], [1.743, -0.242, 1.118], [2.361, 0.281, 2.850]],
  "forces_ev_per_a": [[0.08, -0.08, -0.01], [0.42, 2.21, -1.79], [0.47, -2.32, 1.00], [-5.63, -1.47, 3.71], [3.42, 3.66, 1.00], [-1.26, -3.66, -2.69], [-0.77, -0.55, 0.98], [-1.55, -0.24, -0.52], [0.26, 1.15, 0.13], [-2.37, -0.29, -0.66], [0.42, -2.40, 2.25], [0.36, 0.74, -0.27], [6.19, 2.99, -3.35], [0.07, 0.14, 0.35], [-1.77, -0.20, 0.47], [3.36, -6.44, 6.59], [-0.35, 2.74, 0.18], [0.28, 8.14, 5.27], [0.23, -2.79, -2.91], [-0.30, -1.89, -0.97], [-2.61, -2.64, -1.01], [2.26, -0.48, -0.41], [-0.69, 0.19, -0.77], [1.33, -0.07, -0.17], [-4.76, 4.35, -7.60], [0.38, 0.46, 0.27], [2.54, -1.12, 1.20], [1.83, 0.27, 2.75], [-0.71, -3.15, 3.28], [-4.60, 7.58, -4.78], [0.39, 0.15, 0.20], [3.06, 2.98, -5.01], [-2.69, -1.44, 4.86], [1.19, 1.78, -4.37], [-1.68, 0.85, -1.46], [-1.12, -1.25, -0.66], [0.62, 0.75, -0.40], [-0.19, -0.29, -0.13], [-1.27, -0.41, 0.70], [5.11, -8.04, 5.25], [-0.26, -1.27, 5.52], [0.68, 6.35, -3.62], [-0.40, 2.03, -1.71], [-0.70, 0.25, 2.67], [3.63, 1.42, 0.22], [-3.68, -2.04, -1.79], [2.37, 2.59, 2.35], [0.19, -0.76, -0.52], [1.54, 0.23, -2.81], [-0.76, -0.22, -1.65], [-2.31, -6.46, 0.79], [-0.16, -2.22, 0.77], [-0.24, 0.18, -0.31], [2.36, -2.56, 0.81], [-5.11, -0.87, -1.72], [3.70, 1.85, 0.48], [-1.07, -1.20, 1.18], [-0.24, 1.02, 1.85], [0.48, -0.83, -1.61], [-1.49, 1.31, 0.51], [-2.62, 0.81, -0.70], [2.11, -0.29, 0.99], [-1.86, 1.17, -0.88], [5.98, 0.52, -0.68], [-1.62, -0.03, -0.27], [-0.26, -0.92, -0.07], [-0.65, 2.06, -0.90], [5.29, 7.72, 6.04], [-8.59, 1.62, -0.13], [0.73, 0.19, 5.59], [1.63, 3.34, -5.69], [-1.18, -1.01, -1.03], [-3.91, 0.13, -3.18], [-0.14, -1.37, 0.37], [-1.17, 0.43, -0.02], [-2.31, -9.17, -1.63], [-0.40, -0.51, -0.58], [0.06, 0.03, -2.68], [8.46, -4.04, 0.45], [2.34, -0.06, 2.54], [-0.37, 0.67, 0.56]],
  "mulliken_charge": [-0.778, -1.140, 1.168, -0.539, -0.387, 0.524, -0.598, -0.478, 0.335, 0.227, 0.282, -0.134, 0.707, 0.083, -0.832, 0.102, 1.114, -0.479, 0.661, -0.630, -0.491, -0.118, 0.318, 0.395, 0.481, -0.329, -0.329, -1.246, 0.799, -0.805, -0.409, 0.554, -0.681, -0.379, 0.508, 0.333, 0.099, 0.239, -0.163, 1.045, -1.404, 0.162, 0.192, -0.343, 0.581, -0.625, -0.374, 0.334, 0.296, 0.362, 0.885, 0.091, -0.129, -0.765, 1.042, -0.283, -0.380, 0.536, -0.594, -0.315, -0.246, 0.343, 0.320, -0.112, 0.482, -0.052, -0.412, -1.546, -0.868, 1.139, -0.657, -0.739, 0.224, 0.373, 0.140, 0.968, 0.301, -0.018, 1.049, -0.284, 0.297],
  "multiplicity": 1,
  "orbital_gap_ev": 9.3161,
  "relative_energy_kcal_mol": 74.7,
  "charge": -1
}